Arrangement w

{
  "formula": "C5H13N3O",
  "method": "the ωB97M-V functional and the def2-TZVPD basis",
  "species": ["C", "C", "C", "N", "N", "H", "H", "H", "H", "H", "H", "H", "H", "C", "C", "O", "N", "H", "H", "H", "H", "H"],
  "xyz": [[-0.9421, 1.6635, 1.1251], [-1.3446, -1.8300, 0.0580], [-0.7243, -0.4713, -0.1791], [-1.2890, 0.1878, -1.2603], [-0.4510, 0.3172, 0.9457], [-0.8092, 1.0174, -1.5801], [-1.6583, -0.3985, -1.9925], [-2.0312, 1.6484, 1.1984], [-0.6506, 2.3539, 0.3218], [-0.5132, 2.0454, 2.0497], [-2.4242, -1.7154, 0.1853], [-1.1495, -2.4839, -0.7895], [-0.9107, -2.2771, 0.9448], [1.8334, -0.3629, -1.2074], [1.0076, -0.0701, 1.0926], [1.8251, 1.0561, 1.2874], [1.0916, -0.8627, -0.0822], [1.8594, 1.5642, 0.4673], [1.1342, -0.6723, 1.9972], [1.4674, 0.6089, -1.5997], [2.8979, -0.2222, -0.9679], [1.7815, -1.0965, -2.0144]],
  "homo_energy_ev": -7.75
}

Arrangement x

{
  "formula": "C5H13N3O",
  "method": "the ωB97M-V functional and the def2-TZVPD basis",
  "species": ["C", "N", "N", "C", "C", "H", "H", "H", "H", "H", "H", "H", "H", "C", "C", "N", "O", "H", "H", "H", "H", "H"],
  "xyz": [[-1.0606, 1.7326, 0.1363], [-0.5138, 0.4112, 0.5212], [-0.7804, 0.2075, 1.9403], [-0.9430, -0.6369, -0.4392], [-1.1125, -1.9189, -0.0211], [-1.6667, -0.2838, 2.0251], [-0.0660, -0.4446, 2.2595], [-1.5671, -0.2506, -1.2295], [-0.7054, 2.4834, 0.8322], [-0.7703, 1.9845, -0.8813], [-2.1463, 1.6564, 0.1288], [-0.6254, -2.3329, 0.8498], [-1.5023, -2.6541, -0.7066], [1.0082, 0.2869, -1.7628], [1.2919, 0.4541, 0.3756], [1.7247, -0.8114, 0.6861], [1.8907, 1.4526, 0.6849], [2.7184, -0.8951, 0.8381], [1.3226, -1.5609, 0.1369], [1.8831, -0.3274, -1.9797], [1.2772, 1.3463, -1.7885], [0.3430, 0.1010, -2.6061]],
  "homo_energy_ev": -7.27
}

Of the structures shown above, arrangement w is the most stable.